Entry 1:
Entry from the Open Molecules 2025 dataset: 2 unconnected molecules or ions with the total composition C4H11N2O (ωB97M-V/def2-TZVPD).

Each line ends with the Mulliken charge.
CARTESIAN COORDINATES (ANGSTROEM)
1 C 1.747 2.751 -0.742  -0.9320
2 C 0.751 2.072 -0.111  0.0785
3 N -0.565 1.984 -0.444  -0.6023
4 H 1.602 3.456 -1.552  0.2498
5 H 2.756 2.624 -0.366  0.2289
6 H 1.070 1.449 0.723  0.2175
7 H -0.727 2.538 -1.267  0.1194
8 H -1.008 1.025 0.126  0.4600
9 C -0.899 -1.027 -0.106  -0.3765
10 O -1.441 -0.075 0.723  -0.7837
11 C -0.218 -2.132 0.753  -0.3494
12 N 0.570 -3.091 -0.054  -0.6541
13 H -1.645 -1.555 -0.734  0.1775
14 H -0.091 -0.705 -0.793  0.1867
15 H 0.427 -1.593 1.462  0.2363
16 H -0.986 -2.636 1.347  0.2902
17 H 1.236 -2.526 -0.570  0.2373
18 H 1.088 -3.705 0.558  0.2160

LUMO energy (eV): 4.15
Energy relative to the best compared isomer or geometry (same formula, charge and spin) (kJ/mol): 106.8
Charge: -1
Highest occupied orbital energy (eV): -3.18
M (g mol⁻¹): 103.1



Entry 2:
Entry from the Open Molecules 2025 dataset: 2 unconnected molecules or ions with the total composition C4H11N2O (ωB97M-V/def2-TZVPD).

Each line ends with the Mulliken charge.
CARTESIAN COORDINATES (ANGSTROEM)
1 C 2.214 -0.919 1.306  -0.9658
2 N 1.193 -0.070 0.745  -0.3510
3 C 1.308 1.218 0.992  -0.1356
4 N 0.591 2.156 0.423  -0.6586
5 H 2.847 -1.371 0.531  0.2127
6 H 2.873 -0.371 2.001  0.3273
7 H 1.767 -1.749 1.872  0.2253
8 H -0.264 -0.834 0.249  0.5453
9 H 2.078 1.513 1.740  0.1661
10 H 0.810 3.048 0.858  0.1510
11 C -1.244 -0.616 -1.394  -0.2896
12 O -0.952 -1.378 -0.249  -0.6105
13 C -2.639 -0.009 -1.331  -0.9842
14 H -1.147 -1.250 -2.286  0.2673
15 H -0.504 0.184 -1.501  0.2810
16 H -2.901 0.431 -2.301  0.3106
17 H -2.659 0.786 -0.587  0.2465
18 H -3.371 -0.770 -1.068  0.2621

LUMO energy (eV): 4.35
Energy relative to the best compared isomer or geometry (same formula, charge and spin) (kJ/mol): 28.7
Charge: -1
Highest occupied orbital energy (eV): -2.86
M (g mol⁻¹): 103.1



Entry 3:
Entry from the Open Molecules 2025 dataset: a gas-phase ion, C4H11N2O (charge -1) (ωB97M-V/def2-TZVPD).

Each line ends with the Mulliken charge.
CARTESIAN COORDINATES (ANGSTROEM)
1 N -1.718 2.117 -1.638  -0.6253
2 C -0.277 1.797 -1.800  -0.4993
3 C 0.056 0.382 -1.390  -0.6048
4 N 0.274 0.263 0.007  -0.3029
5 C 0.646 -1.092 0.468  -0.4749
6 C 0.296 -1.294 1.958  -0.5028
7 O 0.859 -2.375 2.489  -0.8577
8 H -1.824 2.898 -1.009  0.2404
9 H -2.192 1.341 -1.191  0.2539
10 H -0.141 1.848 -2.887  0.2520
11 H 0.365 2.550 -1.342  0.3260
12 H 0.972 0.038 -1.877  0.3894
13 H -0.781 -0.228 -1.776  0.3512
14 H -0.547 0.500 0.557  0.2546
15 H 1.742 -1.110 0.393  0.2575
16 H 0.210 -1.949 -0.066  0.2457
17 H 0.622 -0.354 2.484  0.1815
18 H -0.841 -1.245 1.914  0.1158

LUMO energy (eV): 3.74
Energy relative to the best compared isomer or geometry (same formula, charge and spin) (kJ/mol): 139.8
Charge: -1
SMILES string: NCCNCC[O-]
Highest occupied orbital energy (eV): -2.30
M (g mol⁻¹): 103.1



Number 1: electronic energy -343.730479 a.u., orbital gap 7.3 eV. Number 2: electronic energy -343.760241 a.u., orbital gap 7.2 eV. Number 3: electronic energy -343.717916 a.u., orbital gap 6.0 eV.